No. 1
19
Properties=species:S:1:pos:R:3:forces:R:3 method="wB97M-V/def2-TZVPD" e_lumo_ev=1.11 e_above_lowest_kj_mol=131.7 smiles=CC(C)[C@H]1O[C@H]1C homo_lumo_gap_ev=11.02
C -1.87321 -1.05766 -0.54782 0.07 -0.04 0.07
C -0.77806 -0.06956 -0.11136 0.11 0.10 -0.02
C -1.38177 1.10265 0.65692 -0.01 0.10 0.06
C 0.32914 -0.66795 0.73288 0.23 0.60 0.03
O 1.19527 -1.58988 0.09934 0.08 -0.30 -0.08
C 1.76712 -0.38381 0.59866 0.19 0.24 -0.11
C 2.32837 0.66773 -0.30496 0.04 0.00 -0.19
H -2.58891 -0.53626 -1.19874 0.17 -0.10 0.15
H -1.46776 -1.90174 -1.11490 0.03 0.13 0.14
H -2.43965 -1.45431 0.30357 0.16 0.06 -0.05
H -0.30756 0.29234 -1.03352 -0.09 0.04 0.11
H -1.81653 0.74734 1.60014 0.04 0.09 -0.13
H -2.17608 1.59319 0.08572 0.11 -0.06 0.06
H -0.61547 1.84769 0.89721 -0.13 -0.04 -0.01
H 0.16114 -0.78533 1.78973 -0.95 -0.92 0.33
H 2.38354 -0.59310 1.48137 -0.23 0.21 -0.13
H 1.56765 1.06225 -0.98154 0.19 -0.05 -0.04
H 3.16419 0.27920 -0.88854 0.01 0.08 -0.03
H 2.69286 1.49476 0.31735 -0.04 -0.15 -0.15


No. 2
42
Properties=species:S:1:pos:R:3:forces:R:3 method="wB97M-V/def2-TZVPD" e_lumo_ev=-0.19 e_above_lowest_kj_mol=0.0 homo_lumo_gap_ev=6.84
Pt -0.25994 -0.35623 -0.94514 -0.51 1.04 -0.09
O 4.49672 -1.21921 3.00564 0.01 -0.06 0.05
C 3.09727 -1.32084 3.17732 -0.05 0.04 0.00
C 2.31034 -1.45767 1.85718 -0.01 0.03 0.02
C 2.62426 -2.81842 1.23297 0.05 0.00 -0.01
O 3.99791 -2.94927 0.85124 -0.01 0.05 0.00
C 2.68305 -0.27709 0.95495 -0.12 -0.14 0.09
Se 2.11906 -0.45406 -0.90482 0.31 0.06 -0.09
C 0.82942 -1.39198 2.22474 -0.02 0.01 -0.02
Se -0.50785 -1.85159 0.86199 0.08 -0.56 0.17
H 4.75169 -1.92777 2.39622 0.00 0.03 -0.04
H 2.78175 -0.41519 3.70274 0.00 0.01 -0.02
H 2.84381 -2.17784 3.81704 0.00 0.01 0.02
H 1.98191 -3.00003 0.37301 -0.03 0.01 0.01
H 2.43130 -3.59954 1.97250 0.03 -0.01 -0.01
H 4.09099 -2.48629 0.00888 0.01 -0.03 -0.01
H 3.76456 -0.15053 0.93889 0.00 -0.02 -0.09
H 2.25428 0.63711 1.36488 0.03 0.01 0.02
H 0.59613 -0.39656 2.60169 0.00 -0.01 0.02
H 0.61191 -2.10708 3.02307 -0.02 -0.01 -0.01
N -2.71184 1.90126 -1.31912 0.08 0.06 0.27
C -3.18696 0.61896 -1.13403 0.05 -0.02 -0.30
C -4.55995 0.47083 -0.88838 0.02 -0.03 -0.06
C -5.08585 -0.79264 -0.79686 -0.04 -0.02 0.00
C -4.25164 -1.89591 -0.96617 0.00 0.01 -0.03
C -2.91533 -1.66658 -1.16784 -0.07 0.10 -0.02
N -2.37694 -0.42888 -1.22895 0.02 -0.23 0.27
C -1.46870 2.43337 -1.63932 -0.06 0.07 -0.16
C -1.38501 3.83241 -1.64216 0.02 0.00 -0.05
C -0.19598 4.43307 -1.97743 -0.01 0.01 0.01
C 0.89166 3.63540 -2.31527 0.00 -0.02 -0.04
C 0.72610 2.27157 -2.28924 -0.05 -0.02 -0.21
N -0.43005 1.66742 -1.95827 0.30 -0.44 0.22
H -3.40796 2.60919 -1.15934 0.00 -0.01 0.02
H -5.18595 1.34746 -0.78666 0.01 0.00 0.00
H -6.14264 -0.92488 -0.60604 0.00 0.00 0.00
H -4.62670 -2.90689 -0.91729 0.00 0.00 0.00
H -2.20765 -2.47619 -1.27447 -0.03 -0.02 0.02
H -2.25222 4.42363 -1.37810 0.00 -0.01 0.01
H -0.11529 5.51206 -1.97470 0.00 0.00 0.00
H 1.84928 4.05804 -2.58061 0.00 0.00 -0.01
H 1.54105 1.59738 -2.51476 0.00 0.09 0.03


No. 3
16
Properties=species:S:1:pos:R:3:forces:R:3 method="wB97M-V/def2-TZVPD" e_lumo_ev=0.99 e_above_lowest_kj_mol=135.6 smiles=C[C@@H](O)C1CC1 homo_lumo_gap_ev=11.13
C 0.32394 -0.48278 2.05472 -0.06 -0.01 0.02
C 0.36760 0.29230 0.73910 -0.12 0.04 0.06
O 1.71558 0.12581 0.29458 0.41 0.24 0.25
C -0.58927 -0.24860 -0.32985 0.28 -0.18 -0.07
C -1.25140 0.54644 -1.42657 -0.18 0.16 -0.10
C -0.03378 -0.26128 -1.73839 -0.06 -0.19 -0.11
H 0.24502 -1.55842 1.86868 -0.01 0.12 -0.01
H -0.48634 -0.17605 2.72174 -0.04 -0.03 -0.22
H 1.27455 -0.30451 2.56140 -0.17 -0.01 0.07
H 0.17339 1.35764 0.93741 0.04 -0.15 -0.06
H 1.99890 0.90628 -0.18444 -0.01 0.04 -0.07
H -1.17815 -1.11362 -0.01142 0.38 0.12 -0.19
H -2.19642 0.16328 -1.80334 0.04 0.21 0.22
H -1.15822 1.63156 -1.43796 0.00 -0.22 0.02
H 0.87488 0.30642 -1.94191 -0.25 -0.30 0.28
H -0.08024 -1.18448 -2.30374 -0.25 0.15 -0.08


No. 4
64
Properties=species:S:1:pos:R:3:forces:R:3 method="wB97M-V/def2-TZVPD" e_lumo_ev=0.34 e_above_lowest_kj_mol=285.8 smiles="COc1ccc2c(c1)CCc1cc(C(=O)N3CCN(c4ccc(N5CCOCC5)nn4)CC3)sc1-2" homo_lumo_gap_ev=7.69
C -3.20277 7.58564 3.84585 0.10 0.21 0.02
H -2.47669 7.64476 4.66317 -0.02 -0.01 -0.04
O -3.76085 6.29854 3.74248 -0.07 -0.33 -0.04
C -2.93404 5.24864 3.48479 0.00 -0.19 -0.04
C -1.55798 5.34009 3.30612 -0.16 0.37 0.04
C -0.82291 4.19538 3.05994 -0.18 -0.35 -0.02
C -1.43563 2.95110 2.98583 -0.19 0.57 0.11
C -2.82929 2.85546 3.15160 0.12 0.14 -0.03
C -3.55559 3.99918 3.39800 0.05 0.26 0.05
H -4.62612 3.95689 3.52806 -0.15 -0.02 0.02
C -3.49634 1.51711 2.98511 -0.01 -0.15 0.08
H -3.64212 1.34662 1.91228 -0.03 -0.03 0.02
C -2.64737 0.37805 3.55306 -0.08 0.07 -0.03
C -1.24654 0.48524 3.03771 0.03 0.51 -0.06
C -0.70873 1.72468 2.78216 0.54 -0.77 -0.16
S 0.93130 1.61068 2.24546 -0.55 -0.33 0.21
C 0.89384 -0.12300 2.37643 -0.56 0.45 0.19
C -0.32873 -0.55415 2.82613 0.55 0.00 -0.28
H -0.53881 -1.59588 2.99038 0.02 -0.21 0.06
C 2.05967 -1.00266 2.21689 0.20 -0.24 0.15
O 2.13640 -2.03443 2.86964 -0.09 -0.15 0.01
N 3.06212 -0.61010 1.38650 0.14 -0.11 0.00
C 2.92169 0.34053 0.30093 -0.04 0.29 -0.38
H 3.28947 1.32952 0.60070 -0.03 -0.01 -0.12
C 3.70741 -0.16900 -0.91950 -0.03 0.19 0.00
N 3.58374 -1.60273 -1.04131 0.21 0.18 0.11
C 2.48302 -2.09632 -1.69604 -0.44 -0.31 -0.45
N 1.64101 -1.21454 -2.22151 0.97 0.16 0.78
N 0.61878 -1.59117 -2.93294 -0.84 -0.53 -0.73
C 0.35119 -2.87563 -3.14892 0.55 0.11 0.48
N -0.81306 -3.16129 -3.82062 -0.47 -0.07 -0.05
C -0.96178 -4.35886 -4.62089 0.20 -0.03 -0.40
H -0.41348 -5.19496 -4.19205 -0.06 -0.03 0.00
C -0.47998 -4.08830 -6.05386 -0.02 -0.28 0.22
O -1.18834 -3.01721 -6.63150 -0.09 -0.07 -0.10
C -1.05427 -1.83819 -5.86183 -0.09 0.21 0.33
C -1.53648 -2.05601 -4.42436 -0.02 0.27 -0.29
H -1.36455 -1.16204 -3.82797 -0.17 -0.05 -0.11
H -2.59970 -2.31480 -4.42706 0.03 0.05 -0.02
H -1.65313 -1.07951 -6.36685 0.07 0.03 0.06
H -0.00142 -1.51975 -5.84138 -0.07 0.00 -0.02
H -0.65613 -4.95304 -6.69616 0.08 0.00 0.05
H 0.59868 -3.86107 -6.03498 -0.07 -0.04 -0.02
H -2.02677 -4.61302 -4.64357 0.10 -0.07 0.00
C 1.20248 -3.87807 -2.62503 0.07 0.25 0.04
C 2.28737 -3.48285 -1.89454 -0.23 0.19 -0.12
H 2.98149 -4.20963 -1.50197 0.04 -0.04 0.02
H 1.01423 -4.92744 -2.79029 0.00 -0.04 0.00
C 4.18177 -2.33293 0.06252 0.19 -0.09 0.13
H 3.57204 -3.20742 0.29580 0.05 0.05 0.01
C 4.24615 -1.43602 1.31020 0.10 -0.24 0.14
H 5.12369 -0.78394 1.28412 -0.02 -0.07 0.00
H 4.28341 -2.05270 2.20925 0.10 0.10 -0.14
H 5.19150 -2.66840 -0.20831 -0.06 -0.07 0.12
H 3.30568 0.28715 -1.82323 0.15 0.08 0.14
H 4.77040 0.07095 -0.83236 -0.06 0.04 -0.02
H 1.86922 0.42192 0.02294 0.14 0.02 0.01
H -2.62703 0.44342 4.64668 -0.06 -0.05 0.00
H -3.07892 -0.58739 3.28499 -0.02 0.01 0.05
H -4.47984 1.52658 3.45650 -0.02 0.03 -0.06
H 0.24749 4.26185 2.92894 0.11 0.08 0.03
H -1.04929 6.28932 3.35955 0.01 0.10 0.02
H -4.03710 8.25250 4.05766 0.10 -0.01 -0.02
H -2.72343 7.89266 2.91065 -0.01 -0.02 0.04


Calculated values (eV) of highest occupied orbital energy for the records, taken in order: -9.91, -7.03, -10.14, -7.35.